# 1
C2HO4 | ωB97M-V/def2-TZVPD

Results
* gap between HOMO and LUMO: 8.888 eV
* M: 89.026 g mol⁻¹
* structure (SMILES): O=C([O-])C1OO1
* ΔE to the lowest compared entry with this formula, charge and spin: 102.4 kcal/mol

```
! RIJCOSX wB97M-V def2-TZVPD def2/J DEFGRID3
* xyz -1 1
C -1.06 1.51 -0.06
C 0.04 1.12 -1.08
O -1.18 0.86 0.97
O -1.65 2.51 -0.52
O 1.32 0.85 -0.72
O 0.58 -0.26 -1.19
H -0.15 1.71 -2.10
*
```

=====

# 2
C2INO3 | ωB97M-V/def2-TZVPD

Results
* gap between HOMO and LUMO: 9.081 eV
* M: 212.930 g mol⁻¹
* structure (SMILES): O=C=NI.O=C=O
* ΔE to the lowest compared entry with this formula, charge and spin: 2.7 kcal/mol

```
! RIJCOSX wB97M-V def2-TZVPD def2/J DEFGRID3
* xyz 0 1
C -0.34 -1.83 0.12
C 1.17 1.72 -0.10
N -1.34 -1.17 0.32
O 0.41 -2.71 0.09
O 0.88 2.16 -1.13
O 1.51 1.36 0.93
I -2.28 0.47 -0.24
*
```

=====

# 3
C2N2S3 | ωB97M-V/def2-TZVPD

Results
* gap between HOMO and LUMO: 8.082 eV
* M: 148.237 g mol⁻¹
* ΔE to the lowest compared entry with this formula, charge and spin: 29.4 kcal/mol

```
! RIJCOSX wB97M-V def2-TZVPD def2/J DEFGRID3
* xyz 0 1
C -0.22 1.75 0.14
C -0.52 -1.48 -0.50
N -0.31 1.13 -0.89
N -1.18 -2.39 -0.37
S 0.02 1.97 1.63
S 0.67 -0.29 -0.88
S 1.54 -0.69 0.87
*
```

=====

# 4
C2N4O2 | ωB97M-V/def2-TZVPD

Results
* gap between HOMO and LUMO: 10.242 eV
* M: 112.048 g mol⁻¹
* structure (SMILES): n1nc2nnoc2o1
* ΔE to the lowest compared entry with this formula, charge and spin: 43.5 kcal/mol

```
! RIJCOSX wB97M-V def2-TZVPD def2/J DEFGRID3
* xyz 0 1
C -0.28 -0.71 0.41
C -0.01 0.62 -0.15
N 1.09 0.44 1.61
N 0.45 -0.72 1.61
N -0.89 -1.30 -0.76
N -0.98 -0.51 -1.63
O -0.45 0.67 -1.38
O 0.96 1.23 0.45
*
```

=====

# 5
C2N6O2 | ωB97M-V/def2-TZVPD

Results
* gap between HOMO and LUMO: 8.176 eV
* M: 140.062 g mol⁻¹
* structure (SMILES): N#CO[N+]([O-])=C1N=NN=N1
* ΔE to the lowest compared entry with this formula, charge and spin: 83.2 kcal/mol

```
! RIJCOSX wB97M-V def2-TZVPD def2/J DEFGRID3
* xyz 0 1
C -2.36 -0.39 0.04
C 0.68 0.29 0.09
N -2.90 -1.32 -0.33
N 1.99 0.69 -0.12
N 0.59 -1.09 0.18
N 2.65 -0.38 -0.14
N 1.80 -1.45 0.11
N -0.38 1.10 0.06
O -0.37 2.28 -0.19
O -1.71 0.66 0.33
*
```

=====

# 6
C2NO4 | ωB97M-V/def2-TZVPD

Results
* gap between HOMO and LUMO: 8.112 eV
* M: 102.025 g mol⁻¹
* ΔE to the lowest compared entry with this formula, charge and spin: 26.5 kcal/mol

```
! RIJCOSX wB97M-V def2-TZVPD def2/J DEFGRID3
* xyz -1 1
C 1.27 -0.65 -0.36
C -1.10 0.50 0.57
N -0.66 -0.41 -0.19
O -1.10 0.90 -0.74
O 1.33 -1.85 -0.59
O -1.36 1.09 1.55
O 1.62 0.43 -0.24
*
```

=====

# 7
C2Na9O6 | ωB97M-V/def2-TZVPD

Results
* gap between HOMO and LUMO: 2.041 eV
* M: 326.926 g mol⁻¹
* ΔE to the lowest compared entry with this formula, charge and spin: 23.1 kcal/mol

```
! RIJCOSX wB97M-V def2-TZVPD def2/J DEFGRID3
* xyz 5 1
Na -2.41 2.86 -1.40
Na 1.27 0.40 1.90
Na 0.38 -2.95 0.38
Na -2.30 1.89 2.42
Na -2.65 1.18 -4.16
Na -0.80 -1.52 -2.29
Na 0.63 3.41 1.15
Na -3.71 -0.31 -1.31
Na 0.88 1.69 -2.35
C -0.87 0.56 -0.39
O -0.10 -0.40 -0.12
O -1.51 0.66 -1.55
O -0.72 1.73 0.22
C 2.98 -2.29 1.87
O 3.35 -3.48 1.75
O 3.50 -1.66 2.80
O 2.09 -1.77 1.11
*
```

=====

# 8
C2O3S | ωB97M-V/def2-TZVPD

Results
* gap between HOMO and LUMO: 11.140 eV
* M: 104.086 g mol⁻¹
* structure (SMILES): O=C=O.O=C=S
* ΔE to the lowest compared entry with this formula, charge and spin: 4.2 kcal/mol

```
! RIJCOSX wB97M-V def2-TZVPD def2/J DEFGRID3
* xyz 0 1
C -2.51 0.48 0.16
C 2.40 -0.41 -0.12
O -3.43 1.09 -0.09
O 3.15 -1.27 0.07
O 1.66 0.45 -0.33
S -1.27 -0.34 0.31
*
```

=====

# 9
C2O4Sn | ωB97M-V/def2-TZVPD

Results
* gap between HOMO and LUMO: 9.782 eV
* M: 206.729 g mol⁻¹
* ΔE to the lowest compared entry with this formula, charge and spin: 0.0 kcal/mol

```
! RIJCOSX wB97M-V def2-TZVPD def2/J DEFGRID3
* xyz 2 1
O -1.38 -1.10 -1.09
C -2.45 -1.40 -0.85
O 1.43 -0.08 0.50
O 0.48 1.97 0.32
C 0.93 1.10 0.96
O 0.49 0.10 1.70
Sn 0.50 -0.59 -1.54
*
```

=====

# 10
C30H15BrF4NNaO5P | ωB97M-V/def2-TZVPD

Results
* gap between HOMO and LUMO: 5.593 eV
* M: 679.312 g mol⁻¹
* ΔE to the lowest compared entry with this formula, charge and spin: 0.0 kcal/mol

```
! RIJCOSX wB97M-V def2-TZVPD def2/J DEFGRID3
* xyz -1 1
Na -0.51 -0.52 -0.76
O -0.91 -2.26 5.10
C -0.81 -1.99 3.92
C 0.43 -1.52 3.21
O 1.52 -1.30 3.73
C 0.07 -1.29 1.81
C -1.33 -1.56 1.62
O -2.00 -1.39 0.55
C -1.92 -1.99 2.90
O -3.10 -2.23 3.11
O 0.88 -0.82 0.93
F 6.43 0.21 0.90
C 5.19 0.65 0.68
C 4.65 1.63 1.49
F 5.38 2.15 2.48
C 3.37 2.09 1.24
F 2.93 3.09 2.02
C 2.58 1.57 0.23
P 0.84 2.11 -0.08
C 1.10 3.81 -0.70
C 1.08 3.98 -2.08
C 1.29 5.24 -2.64
C 1.51 6.34 -1.82
C 1.50 6.18 -0.44
C 1.31 4.93 0.12
C 0.07 2.34 1.56
C 0.44 1.64 2.70
C -0.35 1.72 3.84
C -1.49 2.51 3.86
C -1.85 3.22 2.72
C -1.08 3.14 1.58
C 3.16 0.60 -0.60
Br 2.30 -0.11 -2.12
C 4.44 0.15 -0.37
F 5.01 -0.78 -1.15
H 0.90 3.12 -2.72
H 1.28 5.35 -3.72
H 1.66 7.31 -2.26
H 1.66 7.04 0.20
H 1.30 4.81 1.20
H 1.30 0.98 2.70
H -0.06 1.14 4.71
H -2.10 2.55 4.75
H -2.75 3.83 2.72
H -1.38 3.69 0.69
N -2.06 1.19 -2.17
C -2.76 1.48 -1.30
C -3.62 1.84 -0.20
C -4.15 3.13 -0.15
C -4.94 3.50 0.93
C -5.19 2.58 1.94
C -4.66 1.30 1.89
C -3.87 0.91 0.81
H -3.93 3.83 -0.94
H -5.35 4.49 0.98
H -5.80 2.87 2.79
H -4.84 0.59 2.68
H -3.42 -0.08 0.77
*
```

=====

# 11
C30H18F3MnN4O9Sb | ωB97M-V/def2-TZVPD

Results
* gap between HOMO and LUMO (alpha / beta): 5.638 / 5.473 eV
* M: 812.185 g mol⁻¹
* <S²>: 6.047
* ΔE to the lowest compared entry with this formula, charge and spin: 18.1 kcal/mol

```
! RIJCOSX wB97M-V def2-TZVPD def2/J DEFGRID3
* xyz 1 5
Mn -2.14 -0.23 -0.11
O -1.88 -0.95 3.68
C -2.10 -0.99 2.51
O -2.02 0.07 1.68
C -2.54 -2.23 1.79
C -2.82 -3.42 2.42
C -3.25 -4.48 1.63
C -3.39 -4.31 0.26
C -3.09 -3.08 -0.30
N -2.66 -2.07 0.47
H -2.69 -3.49 3.49
H -3.49 -5.43 2.09
H -3.74 -5.11 -0.37
H -3.17 -2.90 -1.36
O -4.30 3.91 -5.88
N -3.63 4.46 -5.04
O -3.31 5.63 -5.01
C -3.13 3.62 -3.92
C -3.45 2.30 -3.90
C -2.99 1.53 -2.83
C -2.26 2.08 -1.77
O -1.88 1.48 -0.70
C -1.86 3.43 -1.94
C -2.31 4.22 -2.95
N -0.83 3.89 -1.00
O -1.04 4.90 -0.37
O 0.16 3.18 -0.95
N -3.25 0.13 -2.85
O -3.78 -0.37 -3.79
O -2.92 -0.62 -1.87
H -4.04 1.86 -4.70
H -2.03 5.26 -3.04
F 6.54 0.93 -2.61
C 5.36 0.78 -1.98
C 4.56 1.88 -1.79
C 3.35 1.71 -1.14
C 2.95 0.45 -0.68
C 3.78 -0.64 -0.91
C 4.99 -0.49 -1.57
Sb 1.09 0.25 0.33
C 1.67 1.05 2.21
C 2.39 2.24 2.25
C 2.79 2.80 3.45
C 2.45 2.15 4.62
F 2.83 2.68 5.79
C 1.71 0.98 4.63
C 1.32 0.44 3.41
C 1.22 -1.85 0.74
C 0.56 -2.68 -0.17
C 0.52 -4.06 -0.02
C 1.14 -4.60 1.08
F 1.09 -5.93 1.26
C 1.83 -3.83 2.00
C 1.87 -2.46 1.81
H 4.88 2.85 -2.14
H 2.70 2.57 -1.01
H 3.49 -1.63 -0.58
H 5.65 -1.33 -1.75
H 2.65 2.75 1.33
H 3.35 3.72 3.49
H 1.46 0.52 5.57
H 0.73 -0.46 3.43
H 0.09 -2.24 -1.05
H 0.03 -4.70 -0.74
H 2.33 -4.30 2.83
H 2.43 -1.85 2.52
*
```

=====

# 12
C30H19BCo2F6O8S | ωB97M-V/def2-TZVPD

Results
* gap between HOMO and LUMO: 1.928 eV
* M: 782.207 g mol⁻¹
* ΔE to the lowest compared entry with this formula, charge and spin: 41.6 kcal/mol

```
! RIJCOSX wB97M-V def2-TZVPD def2/J DEFGRID3
* xyz 0 1
C -5.97 0.36 -5.92
C -5.01 -0.31 -5.02
C -4.60 -1.62 -5.07
C -3.64 -1.97 -4.05
C -3.33 -0.91 -3.23
B -2.34 -0.94 -1.95
C -0.86 -0.70 -2.63
C -0.33 0.58 -2.64
C 0.95 0.79 -3.14
C 1.50 2.18 -3.06
F 2.44 2.44 -4.01
F 0.52 3.12 -3.17
F 2.11 2.39 -1.83
C 1.72 -0.26 -3.63
C 1.17 -1.54 -3.59
C 1.95 -2.73 -4.07
F 2.16 -3.63 -3.05
F 1.26 -3.40 -5.05
F 3.17 -2.41 -4.58
C -0.12 -1.76 -3.10
O -2.74 0.09 -1.02
C -3.19 -0.56 0.16
C -2.83 -2.06 0.02
O -2.35 -2.24 -1.31
S -4.22 0.51 -3.68
H -6.36 -0.38 -6.64
H -6.82 0.78 -5.36
H -5.49 1.17 -6.49
H -4.98 -2.32 -5.81
H -3.21 -2.96 -3.96
H -0.91 1.42 -2.28
H 2.71 -0.09 -4.02
H -0.52 -2.77 -3.08
H -2.69 -0.12 1.03
H -4.29 -0.44 0.25
H -2.03 -2.34 0.73
H -3.70 -2.71 0.18
O 0.04 -0.17 0.22
C 0.63 0.53 0.93
Co 1.63 1.52 1.98
C 3.20 1.01 1.43
O 4.26 0.68 1.11
C 1.72 3.18 1.39
O 1.90 4.21 0.91
C 2.00 1.15 3.93
C 2.56 -0.15 4.30
C 2.06 -1.35 3.75
C 2.65 -2.57 4.06
C 3.71 -2.63 4.97
C 4.16 -1.46 5.60
C 3.57 -0.23 5.29
C 2.25 2.41 4.53
C 3.26 3.17 4.98
Co 0.56 2.17 4.16
C -0.78 1.32 3.37
O -1.77 0.82 3.03
C 0.25 3.85 3.67
O -0.07 4.95 3.50
C -0.14 2.40 5.78
O -0.55 2.69 6.82
H 1.17 -1.30 3.11
H 2.28 -3.48 3.57
H 4.18 -3.59 5.20
H 4.97 -1.49 6.32
H 3.87 0.68 5.83
H 3.03 4.17 5.37
H 4.30 2.83 4.94
*
```

=====

# 13
C30H19F5N2PdSeTe | ωB97M-V/def2-TZVPD

Results
* gap between HOMO and LUMO: 4.406 eV
* M: 815.466 g mol⁻¹

```
! RIJCOSX wB97M-V def2-TZVPD def2/J DEFGRID3
* xyz -2 1
Pd -0.14 0.05 0.66
C -4.70 -2.79 -1.44
C -3.83 -3.61 -2.14
C -2.47 -3.38 -2.13
C -1.92 -2.30 -1.41
C -2.82 -1.52 -0.64
C -4.17 -1.76 -0.67
N -0.59 -2.13 -1.44
N -0.06 -0.95 -1.21
C 1.33 -0.87 -1.18
C 2.22 -1.60 -1.97
C 3.57 -1.29 -1.88
C 4.01 -0.33 -0.99
C 3.13 0.29 -0.11
C 1.76 0.09 -0.24
H -5.77 -2.97 -1.46
H -4.23 -4.44 -2.72
H -1.80 -4.02 -2.68
H -2.42 -0.76 0.04
H -4.84 -1.14 -0.08
H 1.87 -2.40 -2.61
H 4.29 -1.82 -2.50
H 5.07 -0.07 -0.96
H 3.52 0.98 0.63
Te -1.40 1.57 -1.17
C -2.25 3.56 -1.79
C -2.14 4.67 -0.97
C -2.65 5.90 -1.35
C -3.28 6.05 -2.57
C -3.42 4.95 -3.40
C -2.92 3.72 -3.00
C 0.46 2.57 -1.49
C 0.85 2.87 -2.78
C 2.09 3.43 -3.03
C 2.94 3.71 -1.97
C 2.52 3.47 -0.67
C 1.30 2.88 -0.43
H -1.64 4.57 -0.01
H -2.55 6.76 -0.69
H -3.66 7.01 -2.88
H -3.91 5.05 -4.35
H -3.03 2.86 -3.65
H 0.17 2.65 -3.60
H 2.40 3.62 -4.05
H 3.92 4.13 -2.17
H 3.18 3.73 0.15
H 0.99 2.64 0.59
F 0.56 1.16 7.52
C 0.26 0.50 6.37
C -0.13 -0.84 6.39
F -0.19 -1.48 7.58
C -0.45 -1.48 5.22
F -0.80 -2.79 5.29
C -0.43 -0.84 3.96
Se -0.99 -1.70 2.43
C -0.02 0.51 3.98
F 0.04 1.19 2.81
C 0.32 1.17 5.14
F 0.72 2.46 5.12
*
```

=====

# 14
C30H20FeN4O4S3Te | ωB97M-V/def2-TZVPD

Results
* gap between HOMO and LUMO (alpha / beta): 4.702 / 4.775 eV
* M: 780.160 g mol⁻¹
* <S²>: 6.034
* ΔE to the lowest compared entry with this formula, charge and spin: 44.0 kcal/mol

```
! RIJCOSX wB97M-V def2-TZVPD def2/J DEFGRID3
* xyz 0 5
Fe 1.02 -0.17 0.73
C 0.35 -0.04 3.77
C 1.80 0.01 3.39
N 2.28 0.16 2.17
C 3.68 0.18 2.21
C 3.93 0.06 3.57
N 2.77 -0.01 4.27
C 5.11 -0.12 4.49
O 6.37 -0.14 3.97
O 4.80 -0.38 5.67
C 4.70 0.28 1.04
O 5.88 0.46 1.46
O 4.27 0.33 -0.17
H -0.08 0.95 3.55
H 0.30 -0.41 4.83
H -0.14 -0.80 3.11
H 2.75 -0.31 5.27
H 6.27 0.13 3.00
S 0.02 -5.74 -0.34
C -0.87 -7.20 -0.78
C -2.16 -6.93 -0.98
C -2.54 -5.57 -0.78
C -1.45 -4.79 -0.55
C -1.39 -3.30 -0.63
C -0.26 -2.65 -0.14
N -0.29 -1.36 0.13
C -1.31 -0.58 -0.49
C -2.42 -1.19 -1.14
C -3.26 -0.31 -1.88
C -3.16 1.04 -1.78
C -2.20 1.67 -0.93
C -2.03 3.06 -0.84
C -1.01 3.63 -0.05
C -0.07 2.72 0.55
N -0.22 1.36 0.49
C -1.28 0.80 -0.29
C -0.95 5.08 0.02
C -1.46 6.00 -0.87
C -1.03 7.37 -0.57
C -0.39 7.41 0.61
S -0.22 5.86 1.43
C -2.48 -2.61 -1.13
H -0.34 -8.08 -1.01
H -2.86 -7.65 -1.36
H -3.55 -5.18 -0.85
H 0.62 -3.21 0.08
H -4.06 -0.68 -2.50
H -3.81 1.63 -2.40
H -2.72 3.67 -1.47
H 0.87 3.10 1.09
H -1.92 5.62 -1.74
H -1.09 8.21 -1.19
H 0.12 8.24 1.11
H -3.19 -3.22 -1.63
Te 2.24 0.26 -1.77
C 0.72 -0.23 -2.97
C 0.15 -1.47 -3.26
C -0.89 -1.40 -4.21
C -1.08 -0.12 -4.71
S -0.11 1.04 -3.91
H 0.56 -2.40 -2.77
H -1.52 -2.28 -4.44
H -1.79 0.17 -5.48
*
```